Entry 1:
Molecular formula: C12H25N5O3
Method: DFT, ωB97M-V/def2-TZVPD

CARTESIAN COORDINATES (ANGSTROEM)
C  0.630  -1.032  0.889
C  -0.882  -0.624  1.178
C  1.233  -0.280  -0.223
C  2.746  -0.721  -0.437
C  3.684  -0.257  0.657
C  5.921  0.259  -0.398
C  -3.084  -0.710  -0.074
C  -3.675  -1.911  -0.806
C  -3.534  0.637  -0.816
C  -3.242  1.840  -0.178
C  -3.843  3.155  -0.729
C  -3.754  1.683  1.288
H  0.444  -2.937  1.359
H  0.073  -2.413  -0.271
H  1.172  -0.645  1.715
H  1.144  0.691  -0.072
H  0.771  -0.520  -1.184
H  3.050  -1.809  -0.549
H  3.183  -0.028  -1.301
H  3.496  -0.940  1.453
H  3.737  0.714  0.905
H  5.580  -1.582  0.386
H  4.982  2.000  -0.620
H  7.415  -0.643  0.342
H  8.003  0.467  -0.759
H  -1.131  -1.094  -0.709
H  -3.449  -0.897  1.038
H  -4.692  0.633  -1.098
H  -3.006  0.627  -1.910
H  -2.159  1.929  -0.126
H  -3.221  3.999  -0.248
H  -4.911  3.100  -0.533
H  -4.008  3.213  -1.942
H  -3.439  2.503  2.021
H  -4.982  1.551  1.217
H  -3.554  0.612  1.733
H  -4.932  -3.154  -0.975
N  0.844  -2.443  0.532
N  5.058  -0.554  0.219
N  5.880  1.531  -0.805
N  7.251  -0.231  -0.486
N  -1.649  -0.679  0.021
O  -1.439  -0.429  2.309
O  -2.911  -2.320  -1.654
O  -4.801  -2.290  -0.361

Computed properties:
- energy relative to the best compared isomer or geometry (same formula, charge and spin) (kJ/mol) = 606.8
- HOMO (eV) = -8.36
- HOMO-LUMO gap (hartree) = 0.316
- SMILES = [H]/N=C(/N)NCCC[C@H](N)C(=O)N[C@@H](CC(C)C)C(=O)O
- total charge = 0



Entry 2:
Molecular formula: C12H25N6O3S
Method: DFT, ωB97M-V/def2-TZVPD

CARTESIAN COORDINATES (ANGSTROEM)
O  -0.379  -1.831  -2.794
O  -1.819  1.181  -0.374
O  0.672  1.572  2.272
S  -3.931  -1.674  0.736
C  -1.313  -2.579  -2.531
C  -1.614  -0.007  -0.667
C  0.063  0.568  1.894
C  2.954  3.197  -0.127
N  2.007  4.038  0.087
N  -1.029  0.068  2.479
N  2.902  2.049  0.534
N  -2.358  -2.141  -1.828
N  -0.529  -0.620  -0.243
N  3.947  3.483  -0.929
C  -1.324  -4.022  -2.979
C  -1.745  0.779  3.534
C  3.577  0.780  0.217
C  3.057  -0.386  1.090
C  -4.016  -0.668  -0.826
C  1.698  -0.973  0.594
C  -2.650  -0.727  -1.531
C  0.523  0.019  0.531
H  -5.249  -1.918  0.898
H  1.254  3.773  0.692
H  2.062  4.918  -0.330
H  -1.474  -0.701  1.996
H  2.191  1.997  1.235
H  -3.096  -2.803  -1.656
H  -0.320  -1.514  -0.670
H  3.958  4.314  -1.466
H  4.697  2.841  -0.967
H  -2.372  -4.410  -2.985
H  -0.694  -4.623  -2.319
H  -0.909  -4.011  -4.014
H  -1.078  1.489  4.046
H  -2.105  0.146  4.351
H  -2.606  1.296  3.097
H  3.360  0.521  -0.821
H  4.660  0.927  0.415
H  2.936  -0.084  2.130
H  3.785  -1.179  0.996
H  -4.227  0.371  -0.569
H  -4.818  -1.001  -1.505
H  1.863  -1.377  -0.409
H  1.373  -1.839  1.228
H  -2.732  -0.131  -2.454
H  0.845  0.894  -0.054

Computed properties:
- energy relative to the best compared isomer or geometry (same formula, charge and spin) (kJ/mol) = 0.0
- HOMO (eV) = -11.79
- HOMO-LUMO gap (hartree) = 0.349
- SMILES = CNC(=O)[C@@H](CCCNC(N)=[NH2+])NC(=O)[C@H](CS)NC(C)=O
- total charge = +1



Entry 3:
Molecular formula: C12H26F6N3O7PtS2
Method: DFT, ωB97M-V/def2-TZVPD

CARTESIAN COORDINATES (ANGSTROEM)
Pt  -8.897  -19.150  7.411
C  -9.964  -20.870  10.817
F  -9.785  -21.822  11.716
F  -10.298  -21.411  9.632
F  -10.942  -20.051  11.211
S  -8.396  -19.880  10.675
O  -8.748  -18.509  10.892
O  -7.499  -20.447  11.612
N  -7.917  -20.087  9.097
S  -6.819  -21.316  9.014
O  -7.153  -22.412  9.849
O  -6.587  -21.619  7.625
C  -5.192  -20.569  9.603
F  -4.596  -21.412  10.397
F  -4.430  -20.339  8.527
F  -5.366  -19.394  10.232
C  -12.235  -19.142  4.404
C  -11.316  -19.399  5.589
C  -10.787  -20.801  5.522
O  -9.936  -21.041  6.645
C  -9.637  -22.421  6.803
N  -10.157  -18.436  5.639
H  -12.503  -18.093  4.318
H  -13.169  -19.692  4.563
H  -11.798  -19.543  3.490
H  -11.847  -19.278  6.532
H  -10.210  -20.957  4.601
H  -11.615  -21.513  5.538
H  -10.544  -22.989  7.036
H  -8.916  -22.548  7.601
H  -9.210  -22.838  5.882
H  -10.593  -17.536  5.838
H  -9.740  -18.335  4.714
C  -11.637  -18.036  9.120
O  -10.321  -17.861  8.599
C  -9.801  -16.538  8.832
C  -8.297  -16.474  8.615
N  -7.829  -17.147  7.382
C  -6.408  -17.636  7.461
C  -6.037  -18.568  6.310
O  -7.094  -19.498  6.025
C  -6.850  -20.318  4.902
H  -11.875  -19.098  9.081
H  -12.376  -17.513  8.501
H  -11.691  -17.702  10.154
H  -9.995  -16.257  9.867
H  -10.341  -15.858  8.160
H  -7.816  -16.949  9.470
H  -7.976  -15.428  8.629
H  -7.770  -16.443  6.648
H  -6.213  -18.067  8.439
H  -5.720  -16.779  7.417
H  -5.143  -19.126  6.605
H  -5.820  -17.998  5.399
H  -6.558  -19.704  4.036
H  -7.778  -20.825  4.658
H  -6.041  -21.023  5.099

Computed properties:
- 2S+1 = 3
- energy relative to the best compared isomer or geometry (same formula, charge and spin) (kJ/mol) = 16.8
- HOMO (alpha / beta) (eV) = -11.38 / -12.84
- HOMO-LUMO gap (alpha / beta) (hartree) = 0.312 / 0.345
- total charge = +1



Entry 4:
Molecular formula: C12H26KN8O2SSe
Method: DFT, ωB97M-V/def2-TZVPD

CARTESIAN COORDINATES (ANGSTROEM)
K  1.167  2.481  -0.028
N  -0.887  -1.463  -0.842
C  0.466  -1.166  -0.379
C  1.430  -2.312  -0.654
C  0.970  -3.655  -0.081
C  1.052  -3.757  1.448
N  0.147  -2.848  2.138
C  -1.156  -2.757  1.906
N  -1.840  -3.765  1.361
N  -1.808  -1.682  2.346
C  1.030  0.169  -0.923
O  0.284  0.871  -1.629
O  2.142  0.516  -0.490
H  -0.829  -1.715  -1.827
H  -1.394  -0.579  -0.834
H  0.412  -0.974  0.699
H  2.403  -2.027  -0.259
H  1.533  -2.422  -1.736
H  1.596  -4.449  -0.491
H  -0.052  -3.818  -0.424
H  2.059  -3.500  1.779
H  0.850  -4.786  1.772
H  0.576  -2.031  2.560
H  -1.366  -4.597  1.055
H  -2.796  -3.638  1.082
H  -1.250  -0.880  2.647
H  -2.768  -1.537  2.091
N  -0.791  1.090  5.463
C  0.414  0.859  4.926
N  1.508  1.118  5.649
S  0.552  0.222  3.390
H  -0.903  1.513  6.371
H  -1.609  0.973  4.893
H  1.459  1.475  6.590
H  2.411  0.901  5.262
C  -2.466  1.781  -3.493
N  -1.205  2.438  -3.679
C  -0.341  2.223  -4.715
C  0.768  2.959  -4.483
N  0.572  3.627  -3.304
C  1.542  4.471  -2.675
C  -0.627  3.271  -2.797
Se  -1.351  3.836  -1.227
H  -2.801  1.383  -4.448
H  -3.196  2.493  -3.104
H  -2.347  0.970  -2.772
H  -0.582  1.575  -5.533
H  1.664  3.076  -5.057
H  1.969  5.150  -3.413
H  2.344  3.866  -2.238
H  1.046  5.053  -1.896

Computed properties:
- HOMO (eV) = -9.33
- HOMO-LUMO gap (hartree) = 0.261
- total charge = +1



Copy entry 2 word for word.
Molecular formula: C12H25N6O3S
Method: DFT, ωB97M-V/def2-TZVPD

CARTESIAN COORDINATES (ANGSTROEM)
O  -0.379  -1.831  -2.794
O  -1.819  1.181  -0.374
O  0.672  1.572  2.272
S  -3.931  -1.674  0.736
C  -1.313  -2.579  -2.531
C  -1.614  -0.007  -0.667
C  0.063  0.568  1.894
C  2.954  3.197  -0.127
N  2.007  4.038  0.087
N  -1.029  0.068  2.479
N  2.902  2.049  0.534
N  -2.358  -2.141  -1.828
N  -0.529  -0.620  -0.243
N  3.947  3.483  -0.929
C  -1.324  -4.022  -2.979
C  -1.745  0.779  3.534
C  3.577  0.780  0.217
C  3.057  -0.386  1.090
C  -4.016  -0.668  -0.826
C  1.698  -0.973  0.594
C  -2.650  -0.727  -1.531
C  0.523  0.019  0.531
H  -5.249  -1.918  0.898
H  1.254  3.773  0.692
H  2.062  4.918  -0.330
H  -1.474  -0.701  1.996
H  2.191  1.997  1.235
H  -3.096  -2.803  -1.656
H  -0.320  -1.514  -0.670
H  3.958  4.314  -1.466
H  4.697  2.841  -0.967
H  -2.372  -4.410  -2.985
H  -0.694  -4.623  -2.319
H  -0.909  -4.011  -4.014
H  -1.078  1.489  4.046
H  -2.105  0.146  4.351
H  -2.606  1.296  3.097
H  3.360  0.521  -0.821
H  4.660  0.927  0.415
H  2.936  -0.084  2.130
H  3.785  -1.179  0.996
H  -4.227  0.371  -0.569
H  -4.818  -1.001  -1.505
H  1.863  -1.377  -0.409
H  1.373  -1.839  1.228
H  -2.732  -0.131  -2.454
H  0.845  0.894  -0.054

Computed properties:
- energy relative to the best compared isomer or geometry (same formula, charge and spin) (kJ/mol) = 0.0
- HOMO (eV) = -11.79
- HOMO-LUMO gap (hartree) = 0.349
- SMILES = CNC(=O)[C@@H](CCCNC(N)=[NH2+])NC(=O)[C@H](CS)NC(C)=O
- total charge = +1